Computed, not measured: a 2-piece molecular cluster, C30H40N3O overall in a non-equilibrium geometry, with wB97M-V/def2-TZVPD.

Results
Lowest unoccupied orbital energy, eV: -3.817
HOMO-LUMO gap, eV: 7.65
Total charge: +1

The geometry in XYZ format:
```
74
Properties=species:S:1:pos:R:3:forces:R:3
C -4.28841 -3.15160 0.32012 -0.0448 -0.3847 0.0810
N -3.74942 -1.85899 -0.01348 -0.7599 1.0642 0.4005
C -4.46328 -0.72782 0.25912 -1.2614 -0.6443 0.6105
O -5.60019 -0.68308 0.74254 1.8411 0.1150 -0.8509
C -3.59293 0.46042 -0.09024 -0.5950 0.1942 -0.5540
C -3.37969 1.35142 1.13091 -0.2579 -0.0971 0.1384
C -2.68050 0.56716 2.21601 0.0981 0.4054 0.3668
C -3.41740 -0.21755 3.10812 0.1903 -0.1981 0.1597
C -2.76399 -0.98872 4.07876 -0.1154 0.2260 -0.3472
C -1.37052 -0.97243 4.15227 0.2424 -0.1338 0.0870
C -0.63017 -0.16074 3.28968 -0.3846 0.2642 -0.2467
C -1.29254 0.63194 2.34052 0.0733 -0.4536 0.3798
N -2.36678 -0.15923 -0.56155 1.6704 0.9125 -0.5647
C -1.29954 0.61555 -0.87795 -0.4670 -1.0615 0.2564
C -0.05352 0.09921 -1.23535 0.8810 -0.0521 0.4520
C 1.10842 0.86393 -1.57677 -2.2559 0.7772 -1.3194
C 2.08947 0.26849 -2.48499 1.0424 -0.2640 -0.3022
C 2.86469 1.06708 -3.36883 -0.4902 -0.2596 0.4184
C 3.92469 0.51889 -4.08074 0.0443 -0.3171 -0.0400
C 4.21096 -0.85224 -3.97786 -0.4159 0.3032 0.1762
C 3.39455 -1.66307 -3.18121 0.0936 -0.0686 0.1205
C 2.36751 -1.11472 -2.41548 0.0295 0.4979 -0.0341
C -2.40492 -1.64269 -0.51809 -0.0975 -0.2663 0.0440
C -1.36507 -2.31303 0.42166 -0.1323 0.5568 -0.0264
C -1.14983 -3.71039 -0.15331 0.2440 -0.3926 0.1798
C -1.73598 -3.73633 -1.58191 0.0632 -0.4983 -0.2724
C -2.27531 -2.34451 -1.89879 0.0454 0.5664 0.2245
H -5.33461 -3.01128 0.60891 0.2643 0.0023 -0.0837
H -4.23536 -3.82155 -0.54111 -0.0946 0.0186 0.1359
H -3.74443 -3.59756 1.16184 -0.1168 0.0342 -0.1264
H -4.06108 0.99652 -0.93150 -0.0159 0.0354 0.3724
H -2.81713 2.24313 0.83387 -0.0756 -0.0730 0.1918
H -4.37671 1.65865 1.46518 0.1747 0.0825 -0.0769
H -4.50671 -0.21367 3.03762 0.3023 -0.0864 0.0511
H -3.35644 -1.59226 4.76822 0.2390 0.1647 -0.1730
H -0.84753 -1.58679 4.89616 -0.2812 0.2917 -0.3238
H 0.45678 -0.12722 3.34795 -0.2802 -0.0734 0.1553
H -0.73759 1.31488 1.69537 -0.0402 -0.2439 0.1719
H -1.49025 1.70210 -0.87309 0.1330 -0.6114 0.1171
H 0.00252 -0.99260 -1.28681 0.1474 0.6703 -0.0979
H 0.96298 1.94685 -1.57696 -0.2008 -0.5220 -0.7405
H 2.64457 2.13781 -3.44202 0.0499 -0.4509 -0.0706
H 4.55408 1.16326 -4.69841 -0.2605 -0.2267 0.1401
H 5.06632 -1.27888 -4.50319 -0.3227 0.1151 0.0844
H 3.57611 -2.73702 -3.12010 0.0556 0.3199 -0.0171
H 1.80457 -1.74087 -1.71196 0.3120 0.1570 -0.4371
H -0.43453 -1.73626 0.41978 -0.2714 -0.1284 0.1655
H -1.75047 -2.30711 1.45037 0.1612 0.0239 -0.2480
H -0.08117 -3.95495 -0.18548 -0.2449 -0.0305 0.1499
H -1.63981 -4.45639 0.48544 0.2153 0.0978 -0.2324
H -0.96656 -4.02905 -2.30598 -0.2589 -0.0167 0.1039
H -2.54275 -4.47727 -1.64256 0.3075 0.1243 -0.0908
H -3.26643 -2.37051 -2.37124 0.3597 0.1086 -0.0093
H -1.59084 -1.77532 -2.53826 -0.1651 -0.1264 0.0378
C 2.31936 1.81573 2.14509 -0.0670 0.1367 0.2450
C 2.34630 2.67444 0.88433 0.2476 -0.1370 -0.0421
C 1.07734 3.49758 0.70425 -0.2483 0.0829 -0.0139
C 3.57476 3.64529 0.91067 -0.2820 -0.2675 -0.1281
C 4.67624 2.90549 0.16718 0.2000 -0.6039 -0.0670
C 3.96337 1.93043 -0.78697 -0.1920 0.1079 -0.3893
N 2.58422 1.64612 -0.24792 1.5056 -0.5584 1.8828
H 2.20128 2.42619 3.05357 -0.0369 -0.2436 -0.2755
H 1.49294 1.08950 2.08049 0.3309 0.2323 0.1008
H 3.27626 1.27323 2.20598 -0.3157 0.0885 0.1861
H 0.89028 4.07855 1.62224 0.0672 -0.2307 -0.2873
H 1.17159 4.22987 -0.11085 -0.0132 -0.3100 0.1041
H 0.19646 2.87481 0.51900 0.0663 0.0511 0.0605
H 3.33431 4.60551 0.42335 0.0162 -0.4163 0.1754
H 3.87246 3.85210 1.95033 -0.2126 0.0423 -0.3675
H 5.35118 3.56573 -0.39574 -0.1655 -0.2212 0.2906
H 5.27350 2.30599 0.86832 -0.0204 0.3023 -0.1280
H 3.84212 2.38051 -1.78114 0.1998 -0.0815 0.3809
H 4.53922 0.99659 -0.89695 -0.3727 0.3458 -0.1502
H 2.64904 0.70274 0.19959 -0.0815 1.2323 -0.2640
```
Forces are in eV/Å.